(1)
Formula: C42H86O43S7
Source: the OMol25 dataset
Level of theory: the ωB97M-V functional and the def2-TZVPD basis

ORCA input file:
```
! wB97M-V def2-TZVPD RIJCOSX def2/J DEFGRID3
* xyz 0 1
O -1.696 -3.576 3.732
S -0.481 -4.161 4.222
O -0.515 -5.010 5.351
O 0.213 -5.009 3.030
C 0.581 -4.338 1.780
C 0.153 -5.247 0.663
C 0.788 -2.925 4.465
H 1.649 -4.116 1.856
H 0.123 -3.350 1.678
H -0.928 -5.344 0.600
H 0.704 -6.185 0.654
H 0.428 -4.796 -0.299
H 0.594 -2.098 3.787
H 1.724 -3.465 4.393
H 0.665 -2.512 5.467
O -1.558 1.800 3.884
S -1.894 0.756 4.784
O -0.914 0.084 5.576
O -2.882 1.467 5.814
C -3.086 0.907 7.112
C -3.943 1.881 7.882
C -3.041 -0.408 4.093
H -2.123 0.797 7.611
H -3.537 -0.092 7.112
H -3.929 1.734 8.958
H -4.995 1.867 7.582
H -3.630 2.890 7.606
H -3.028 -1.267 4.757
H -2.641 -0.733 3.132
H -3.994 0.084 3.937
O -0.425 -0.273 1.884
S 0.668 -0.423 0.978
O 1.765 -1.247 1.383
O 0.096 -0.982 -0.434
C -1.270 -0.615 -0.764
C -1.524 -1.242 -2.126
C 1.315 1.142 0.496
H -1.484 0.452 -0.761
H -1.881 -1.163 -0.050
H -1.190 -2.278 -2.207
H -0.995 -0.688 -2.911
H -2.539 -1.213 -2.522
H 1.556 1.630 1.440
H 0.768 1.787 -0.184
H 2.282 0.871 0.069
O -3.691 3.274 -4.417
S -2.542 3.261 -3.570
O -2.152 4.398 -2.803
O -2.656 2.024 -2.541
C -3.930 1.778 -1.919
C -4.664 3.019 -1.434
C -1.055 2.675 -4.401
H -3.731 1.040 -1.143
H -4.606 1.306 -2.640
H -5.635 2.703 -1.049
H -4.864 3.664 -2.286
H -4.090 3.566 -0.690
H -0.380 2.231 -3.676
H -0.614 3.555 -4.855
H -1.337 1.895 -5.104
O 2.257 2.033 9.165
S 1.190 1.788 8.258
O 0.064 2.653 8.161
O 1.884 1.622 6.838
C 1.582 2.503 5.736
C 1.972 1.831 4.449
C 0.642 0.124 8.446
H 2.099 3.455 5.845
H 0.528 2.799 5.754
H 1.873 2.497 3.597
H 1.402 0.923 4.237
H 3.018 1.531 4.562
H 0.167 0.037 9.423
H 1.466 -0.583 8.406
H -0.082 -0.105 7.670
O 1.889 5.126 4.223
S 1.824 5.751 2.947
O 1.539 7.140 2.805
O 3.239 5.441 2.282
C 3.539 6.045 1.028
C 5.042 6.317 0.979
C 0.737 4.826 1.853
H 2.996 6.972 0.826
H 3.250 5.374 0.210
H 5.259 6.909 0.090
H 5.547 5.361 0.840
H 5.335 6.789 1.912
H -0.270 5.051 2.188
H 1.076 3.801 1.927
H 0.875 5.216 0.847
O 0.988 -4.452 -4.344
S -0.194 -5.155 -3.963
O -0.435 -5.614 -2.636
O -1.411 -4.238 -4.444
C -2.711 -4.426 -3.832
C -3.624 -3.462 -4.539
C -0.390 -6.485 -5.133
H -2.707 -4.218 -2.762
H -3.039 -5.458 -3.980
H -4.666 -3.624 -4.261
H -3.635 -3.653 -5.615
H -3.423 -2.419 -4.325
H -1.111 -7.179 -4.707
H 0.560 -7.017 -5.146
H -0.640 -6.044 -6.089
O -2.067 2.266 1.155
H -1.817 2.096 2.082
H -2.524 1.465 0.883
C 2.846 4.409 -4.518
C 3.925 3.674 -3.730
O 3.427 3.570 -2.400
C 2.096 3.833 -2.438
O 1.365 3.819 -1.500
O 1.710 4.207 -3.679
H 2.685 3.945 -5.488
H 3.103 5.456 -4.678
H 4.878 4.210 -3.739
H 4.157 2.697 -4.158
C 5.039 -1.567 1.722
C 5.766 -2.780 2.344
O 6.938 -2.222 2.921
C 6.961 -0.877 2.766
O 7.810 -0.158 3.156
O 5.871 -0.473 2.084
H 4.050 -1.369 2.140
H 4.788 -1.675 0.663
H 6.093 -3.510 1.607
H 5.080 -3.239 3.053
C 3.464 -1.022 -1.965
C 2.425 -1.920 -2.610
O 2.211 -1.301 -3.882
C 2.680 -0.051 -3.859
O 2.632 0.732 -4.740
O 3.387 0.192 -2.730
H 4.502 -1.345 -2.111
H 3.298 -0.879 -0.900
H 1.552 -1.828 -1.968
H 2.726 -2.950 -2.758
C -5.300 -0.410 -5.562
C -6.393 0.118 -4.604
O -7.548 -0.579 -5.016
C -7.182 -1.720 -5.657
O -7.928 -2.560 -6.000
O -5.875 -1.655 -5.990
H -4.440 -0.717 -4.968
H -4.917 0.252 -6.334
H -6.476 1.200 -4.718
H -6.092 -0.076 -3.577
C 6.250 1.302 -0.787
C 7.099 2.061 0.228
O 6.120 2.801 0.959
C 4.916 2.226 0.807
O 3.920 2.538 1.368
O 4.934 1.373 -0.266
H 6.634 0.295 -0.952
H 6.281 1.789 -1.766
H 7.818 2.738 -0.230
H 7.661 1.421 0.912
C 0.397 -2.224 -6.698
C -0.831 -2.645 -7.512
O -1.903 -1.866 -6.984
C -1.477 -1.159 -5.910
O -2.199 -0.480 -5.257
O -0.156 -1.257 -5.790
H 1.195 -1.780 -7.288
H 0.767 -3.032 -6.076
H -1.008 -3.722 -7.466
H -0.799 -2.451 -8.585
C -5.262 -3.594 2.196
C -4.008 -2.947 1.557
O -4.542 -2.482 0.311
C -5.897 -2.581 0.319
O -6.566 -2.265 -0.605
O -6.348 -2.979 1.522
H -5.275 -3.368 3.260
H -5.266 -4.672 2.049
H -3.277 -3.755 1.568
H -3.587 -2.108 2.104
*
```

Calculated values
Lowest unoccupied orbital energy in eV: -0.3
Gap between HOMO and LUMO in eV: 10.085

(2)
Formula: C33H69ClFNO26P6
Source: the OMol25 dataset
Level of theory: the ωB97M-V functional and the def2-TZVPD basis

ORCA input file:
```
! wB97M-V def2-TZVPD RIJCOSX def2/J DEFGRID3
* xyz 0 1
C -6.831 1.369 -4.518
C -5.947 0.135 -4.266
C -4.490 0.333 -4.620
C -4.112 1.221 -5.625
C -2.789 1.477 -5.968
C -2.521 2.498 -7.043
C -2.941 3.886 -6.569
C -2.037 4.428 -5.489
F -2.935 4.755 -7.645
C -1.771 0.798 -5.280
Cl -0.122 1.172 -5.619
C -2.115 -0.133 -4.285
C -3.459 -0.360 -3.962
C -3.741 -1.366 -2.894
O -4.724 -2.063 -2.932
C -2.749 -1.472 -1.827
C -1.463 -1.253 -2.121
N -0.423 -1.402 -1.190
C -1.082 -0.890 -3.509
O -0.008 -1.197 -3.944
H -7.441 1.245 -5.406
H -6.245 2.275 -4.622
H -7.497 1.532 -3.680
H -6.340 -0.742 -4.765
H -5.985 -0.068 -3.203
H -4.895 1.736 -6.156
H -3.036 2.237 -7.962
H -1.463 2.562 -7.260
H -3.957 3.855 -6.178
H -2.411 5.389 -5.153
H -2.023 3.770 -4.625
H -1.021 4.530 -5.856
H -3.045 -1.788 -0.841
H -0.543 -0.695 -0.469
H 0.449 -1.178 -1.661
C 2.945 0.014 -5.331
O 4.225 0.583 -5.014
P 5.114 1.184 -6.187
O 4.458 2.191 -7.013
O 5.637 -0.064 -7.005
C 6.249 -1.167 -6.325
O 6.385 1.657 -5.376
C 6.366 2.985 -4.822
H 2.195 0.514 -4.727
H 2.695 0.132 -6.386
H 2.954 -1.045 -5.079
H 5.560 -2.011 -6.326
H 6.512 -0.916 -5.299
H 7.150 -1.438 -6.869
H 6.834 2.941 -3.841
H 5.350 3.359 -4.715
H 6.933 3.653 -5.467
C 0.504 3.286 1.285
O 1.053 2.467 2.327
P 0.341 1.076 2.641
O 0.232 0.175 1.495
O -1.052 1.450 3.275
C -1.126 2.380 4.371
O 1.182 0.550 3.863
C 2.360 -0.244 3.609
H 1.288 3.502 0.563
H -0.324 2.791 0.777
H 0.152 4.218 1.725
H -1.536 3.322 4.010
H -0.151 2.561 4.820
H -1.793 1.968 5.122
H 3.112 0.028 4.344
H 2.750 -0.067 2.609
H 2.118 -1.296 3.722
C 2.310 -4.927 6.682
O 3.688 -4.574 6.880
P 4.496 -4.009 5.631
O 3.907 -2.834 4.996
O 4.665 -5.236 4.652
C 5.174 -6.486 5.138
O 5.940 -3.824 6.242
C 6.266 -2.575 6.872
H 1.707 -4.382 7.403
H 1.971 -4.681 5.676
H 2.198 -5.997 6.851
H 4.358 -7.205 5.188
H 5.631 -6.385 6.121
H 5.921 -6.840 4.431
H 6.896 -2.792 7.731
H 5.373 -2.047 7.203
H 6.813 -1.953 6.167
C 3.273 2.855 0.703
O 4.503 3.434 1.167
P 5.459 4.102 0.084
O 4.849 5.158 -0.715
O 6.011 2.895 -0.776
C 6.584 1.749 -0.133
O 6.702 4.525 0.964
C 6.696 5.826 1.574
H 2.449 3.296 1.259
H 3.122 3.031 -0.362
H 3.303 1.782 0.890
H 5.890 0.913 -0.213
H 6.803 1.938 0.917
H 7.507 1.500 -0.651
H 7.156 5.733 2.555
H 5.685 6.213 1.684
H 7.279 6.509 0.960
C -3.754 5.755 9.276
O -3.172 4.464 9.507
P -2.816 3.572 8.239
O -1.919 4.195 7.270
O -4.210 3.149 7.627
C -5.223 2.569 8.462
O -2.294 2.241 8.910
C -0.894 2.130 9.218
H -3.142 6.503 9.773
H -3.808 5.989 8.213
H -4.757 5.767 9.701
H -6.013 3.303 8.621
H -4.824 2.252 9.424
H -5.632 1.707 7.942
H -0.805 1.592 10.159
H -0.427 3.109 9.315
H -0.399 1.570 8.428
C -7.234 -7.222 -5.585
O -6.120 -7.474 -4.720
P -6.390 -7.483 -3.149
O -7.409 -8.429 -2.706
O -6.701 -5.986 -2.768
C -5.819 -4.928 -3.191
O -4.931 -7.714 -2.583
C -4.473 -9.062 -2.402
H -7.314 -8.043 -6.294
H -8.167 -7.140 -5.028
H -7.053 -6.293 -6.126
H -6.300 -4.364 -3.988
H -4.865 -5.315 -3.546
H -5.645 -4.270 -2.348
H -3.418 -9.091 -2.666
H -5.022 -9.760 -3.031
H -4.597 -9.343 -1.359
*
```

Calculated values
Lowest unoccupied orbital energy in eV: -0.8
Structure (SMILES): CCc1cc(C[C@@H](C)F)c(Cl)c2c1C(=O)C=C(N)C2=O.COP(=O)(OC)OC.COP(=O)(OC)OC.COP(=O)(OC)OC.COP(=O)(OC)OC.COP(=O)(OC)OC.COP(=O)(OC)OC
Gap between HOMO and LUMO in eV: 8.217

(3)
Formula: C8H12BrN3S
Source: the OMol25 dataset
Level of theory: the ωB97M-V functional and the def2-TZVPD basis

ORCA input file:
```
! wB97M-V def2-TZVPD RIJCOSX def2/J DEFGRID3
* xyz 0 1
C -0.966 3.307 0.619
C -1.427 2.920 -0.644
C -0.130 1.390 0.235
C -2.600 -0.647 -1.109
C 2.024 0.450 1.095
C 0.738 -2.343 1.498
C -1.215 0.923 -1.963
C 0.633 0.238 0.421
N -0.068 2.392 1.095
N -2.589 -1.721 -1.700
N -0.887 1.680 -0.874
S -0.435 -0.986 1.383
Br -3.673 0.017 0.320
H -1.133 4.180 1.296
H -2.089 3.301 -1.386
H 2.385 1.399 0.630
H 1.924 0.988 2.029
H 2.630 -0.386 1.048
H 1.338 -2.753 0.621
H 0.201 -3.132 2.001
H 1.468 -1.798 2.220
H -0.363 0.449 -2.264
H -1.871 1.272 -2.721
H 0.839 -0.259 -0.510
H -2.919 -2.553 -1.438
*
```

Calculated values
Lowest unoccupied orbital energy in eV: 0.0
Gap between HOMO and LUMO in eV: 8.142

(4)
Formula: C6H9N
Source: the OMol25 dataset
Level of theory: the ωB97M-V functional and the def2-TZVPD basis

ORCA input file:
```
! wB97M-V def2-TZVPD RIJCOSX def2/J DEFGRID3
* xyz 0 1
C 3.209 -0.428 0.128
C 2.470 0.563 0.521
C -1.210 1.007 0.157
C 1.904 -0.264 -0.596
C -2.732 -0.925 -0.079
C -1.731 -0.074 0.649
N -0.875 2.117 -0.206
H 4.094 -1.013 0.189
H 1.905 0.122 -1.610
H 1.089 -0.951 -0.399
H -2.442 -1.974 -0.029
H -2.791 -0.626 -1.124
H -3.720 -0.821 0.367
H -1.425 -0.389 1.635
H 2.294 1.395 1.159
H -0.039 2.259 -0.761
*
```

Calculated values
Lowest unoccupied orbital energy in eV: 1.0
Energy relative to the best compared isomer or geometry (same formula, charge and spin) in kJ/mol: 426.2
Structure (SMILES): C1=CC1.CC=C=N
Gap between HOMO and LUMO in eV: 9.545

(5)
Formula: C23H50N3O5P2SSbSi3V
Source: the OMol25 dataset
Level of theory: the ωB97M-V functional and the def2-TZVPD basis

ORCA input file:
```
! wB97M-V def2-TZVPD RIJCOSX def2/J DEFGRID3
* xyz 0 4
V 1.262 -0.009 0.173
O 3.475 -1.807 1.411
S 3.169 -0.268 1.641
O 4.091 0.162 2.635
O 1.782 -0.163 2.074
O 3.359 0.375 0.343
C 2.065 -0.495 -3.348
P 1.301 0.539 -2.023
C -0.207 1.097 -2.937
C 2.242 2.112 -2.138
C 2.904 2.540 -3.283
C 3.538 3.770 -3.307
C 3.516 4.587 -2.189
C 2.871 4.164 -1.040
C 2.238 2.927 -1.004
P 1.388 2.269 0.472
C 0.030 3.525 0.611
C 2.466 2.881 1.830
H 1.899 -0.065 -4.336
H 1.607 -1.483 -3.297
H 3.129 -0.604 -3.146
H 0.076 1.565 -3.879
H -0.758 1.811 -2.324
H -0.832 0.224 -3.123
H 2.923 1.925 -4.169
H 4.041 4.098 -4.205
H 4.003 5.550 -2.218
H 2.863 4.815 -0.177
H 0.419 4.533 0.462
H -0.411 3.448 1.605
H -0.739 3.328 -0.137
H 2.369 3.960 1.971
H 3.502 2.617 1.619
H 2.188 2.371 2.755
C -3.692 2.826 1.433
Si -3.344 1.468 0.096
C -4.926 0.373 0.184
C -3.502 2.433 -1.583
Sb -1.239 -0.176 0.353
Si -2.295 -1.991 -1.288
C -3.462 -3.242 -0.405
C -0.816 -2.931 -2.101
C -3.313 -1.297 -2.799
Si -1.543 -0.541 2.955
C -3.352 -0.894 3.521
C -0.408 -1.807 3.831
C -1.039 1.199 3.612
H -4.602 3.367 1.193
H -2.897 3.560 1.510
H -3.832 2.382 2.413
H -5.833 0.967 0.230
H -4.897 -0.256 1.063
H -5.008 -0.285 -0.670
H -4.502 2.838 -1.700
H -3.314 1.785 -2.432
H -2.815 3.271 -1.647
H -3.129 -3.375 0.617
H -3.442 -4.213 -0.891
H -4.488 -2.895 -0.392
H -0.643 -3.875 -1.599
H 0.088 -2.334 -1.978
H -0.958 -3.136 -3.158
H -3.990 -0.498 -2.516
H -3.908 -2.095 -3.230
H -2.673 -0.912 -3.587
H -3.745 -1.769 3.021
H -4.015 -0.064 3.314
H -3.381 -1.081 4.588
H -0.789 -2.817 3.743
H -0.274 -1.572 4.882
H 0.571 -1.771 3.365
H -1.666 1.973 3.176
H -0.004 1.378 3.316
H -1.092 1.284 4.694
C 3.965 -4.512 0.946
N 2.800 -3.851 0.390
C 1.536 -4.110 1.049
C 0.740 -2.854 0.705
O -0.469 -2.731 0.934
N 1.519 -1.978 0.099
C 2.855 -2.428 0.190
N 3.626 -2.087 -0.959
H 3.758 -4.870 1.958
H 4.806 -3.822 1.004
H 4.239 -5.360 0.316
H 1.633 -4.205 2.141
H 1.041 -5.001 0.652
H 3.896 -1.107 -0.880
H 4.462 -2.657 -1.001
*
```

Calculated values
Lowest unoccupied orbital energy (spin up / spin down) in eV: 0.6 / 0.4
Energy relative to the best compared isomer or geometry (same formula, charge and spin) in kJ/mol: 305.2
Gap between HOMO and LUMO (spin up / spin down) in eV: 8.048 / 8.420
⟨S²⟩: 3.77

(6)
Formula: C6H10NO2
Source: the OMol25 dataset
Level of theory: the ωB97M-V functional and the def2-TZVPD basis

ORCA input file:
```
! wB97M-V def2-TZVPD RIJCOSX def2/J DEFGRID3
* xyz 1 1
C 0.809 0.841 -2.044
C 1.090 1.667 -1.076
C 1.637 -0.370 0.707
C -0.624 -0.183 1.866
C -1.871 -0.654 -0.758
C 0.209 -0.398 0.620
N -0.453 -0.489 -0.568
O 0.311 -0.432 -1.731
O 1.097 2.474 -0.233
H 1.136 1.016 -3.046
H 2.154 0.502 1.005
H 1.741 -1.070 1.500
H 2.054 -0.689 -0.204
H 0.088 -0.242 2.816
H -0.948 0.829 1.745
H -1.572 -0.696 2.073
H -2.303 -1.652 -0.403
H -2.157 -0.734 -1.923
H -2.399 0.281 -0.347
*
```

Calculated values
Lowest unoccupied orbital energy in eV: -4.8
Energy relative to the best compared isomer or geometry (same formula, charge and spin) in kJ/mol: 321.7
Structure (SMILES): CC(C)=[N+](C)OC=C=O
Gap between HOMO and LUMO in eV: 8.440

no.,maximum force (eV Å⁻¹)
1,2.3
2,2.0
3,5.0
4,1.1
5,5.2
6,4.8